The following is a quantum chemistry calculation of C46H60N7O3OsSSb as an isolated structure at a distorted geometry, from the OMol25 dataset.

Properties
Charge: +2
Kohn-Sham gap in eV: 7.0
Relative energy (zero: lowest compared OMol25 entry of this formula, charge and spin) in kcal per mole: 10.4
Calculated total energy in eV: -85078.8920

Cartesian coordinates (Å):
Os1 0.46 0.56 0.20
N1 2.47 -0.35 0.11
C1 2.92 -0.88 1.41
C2 4.42 -0.79 1.66
C3 5.09 0.60 1.66
C4 5.09 1.38 2.98
N2 3.80 1.95 3.39
C5 3.26 3.06 2.93
N3 1.94 3.24 3.05
N4 4.00 4.01 2.36
C6 2.11 -0.24 2.54
O1 2.45 -0.40 3.70
O2 1.06 0.47 2.20
H1 2.67 -1.01 -0.64
H2 3.00 0.48 -0.11
H3 2.63 -1.94 1.43
H4 4.92 -1.41 0.91
H5 4.61 -1.27 2.62
H6 4.69 1.25 0.86
H7 6.14 0.45 1.39
H8 5.84 2.17 2.95
H9 5.39 0.71 3.79
H10 3.18 1.30 3.87
H11 1.34 2.43 3.12
H12 1.51 4.10 2.72
H13 5.00 4.04 2.51
H14 3.56 4.85 2.00
C7 -1.71 2.76 2.63
C8 -1.75 3.85 1.56
C9 -2.64 3.50 0.37
C10 -0.40 4.34 1.07
C11 -0.02 5.63 1.40
C12 1.11 6.22 0.85
C13 1.83 5.54 -0.12
C14 1.50 4.23 -0.48
C15 2.32 3.59 -1.59
C16 1.55 2.77 -2.62
C17 3.49 2.80 -1.00
C18 0.44 3.61 0.20
N5 0.27 2.23 0.07
H15 -2.72 2.53 2.96
H16 -1.16 3.10 3.52
H17 -1.26 1.84 2.27
H18 -2.20 4.72 2.04
H19 -2.27 2.61 -0.16
H20 -2.67 4.33 -0.34
H21 -3.65 3.30 0.71
H22 -0.64 6.20 2.08
H23 1.38 7.23 1.11
H24 2.64 6.03 -0.64
H25 2.74 4.44 -2.14
H26 1.27 1.79 -2.25
H27 2.17 2.63 -3.50
H28 0.63 3.28 -2.94
H29 3.14 2.23 -0.13
H30 4.28 3.46 -0.63
H31 3.93 2.13 -1.73
C19 2.05 -5.37 -4.03
C20 2.59 -5.79 -2.67
N6 2.23 -4.84 -1.60
C21 3.28 -3.97 -1.09
C22 3.69 -2.89 -2.08
C23 0.96 -4.89 -1.14
O3 0.14 -5.69 -1.56
C24 0.54 -3.93 -0.05
C25 0.10 -4.41 1.17
C26 -0.29 -3.50 2.14
C27 -0.22 -2.14 1.85
N7 0.15 -1.67 0.66
C28 0.51 -2.57 -0.28
H32 2.33 -6.12 -4.78
H33 2.45 -4.41 -4.35
H34 0.96 -5.31 -4.01
H35 3.67 -5.86 -2.68
H36 2.19 -6.76 -2.40
H37 4.14 -4.59 -0.84
H38 2.94 -3.54 -0.15
H39 4.10 -3.34 -2.99
H40 4.47 -2.26 -1.65
H41 2.84 -2.28 -2.39
H42 0.07 -5.47 1.36
H43 -0.63 -3.82 3.11
H44 -0.44 -1.40 2.61
H45 0.80 -2.16 -1.24
S1 -0.84 0.08 -1.70
Sb1 -3.01 -0.50 -0.98
C29 -4.26 0.13 -2.54
C30 -5.60 -0.23 -2.51
C31 -6.43 0.16 -3.55
C32 -5.91 0.90 -4.60
C33 -4.57 1.26 -4.63
C34 -3.73 0.87 -3.59
C35 -3.90 0.22 0.78
C36 -4.99 1.09 0.67
C37 -5.68 1.47 1.81
C38 -5.29 0.99 3.06
C39 -4.22 0.12 3.16
C40 -3.53 -0.27 2.03
C41 -3.17 -2.58 -0.80
C42 -2.57 -3.40 -1.75
C43 -2.79 -4.77 -1.72
C44 -3.59 -5.31 -0.73
C45 -4.19 -4.50 0.22
C46 -3.99 -3.13 0.19
H46 -6.00 -0.82 -1.69
H47 -7.47 -0.12 -3.54
H48 -6.56 1.20 -5.42
H49 -4.18 1.83 -5.45
H50 -2.69 1.15 -3.61
H51 -5.31 1.46 -0.29
H52 -6.53 2.14 1.73
H53 -5.84 1.29 3.94
H54 -3.92 -0.26 4.13
H55 -2.72 -0.98 2.11
H56 -1.94 -2.98 -2.53
H57 -2.32 -5.40 -2.45
H58 -3.76 -6.38 -0.71
H59 -4.82 -4.93 0.99
H60 -4.48 -2.50 0.91

Here are the Mulliken charges for atoms 1 to 8, given in e:
1 Os 1.690
2 N -0.092
3 C 1.741
4 C -1.333
5 C -0.040
6 C -1.247
7 N -0.182
8 C 0.948